# 1
Formula: C16H20AsN4OPtS
Source: OMol25
Level of theory: the ωB97M-V functional and the def2-TZVPD basis

Atoms and positions in Å:
Pt: -0.907660 0.780175 0.142415
N: 1.007717 4.220507 -1.489121
C: 0.529205 3.006265 -1.202537
S: -1.139568 2.908258 -0.670140
N: 1.311658 1.974068 -1.402334
N: 0.766270 0.812724 -0.947907
C: 1.297731 -0.327829 -1.252110
C: 2.482965 -0.487310 -2.121795
C: 3.649965 0.241219 -1.901456
C: 4.752925 0.038604 -2.714990
C: 4.689575 -0.868987 -3.764908
C: 3.519802 -1.575571 -4.003364
C: 2.421084 -1.393813 -3.178003
C: 0.642546 -1.500752 -0.632830
C: 1.222843 -2.752106 -0.547345
C: 0.492289 -3.789035 0.017413
C: -0.792536 -3.548037 0.475111
C: -1.289602 -2.258666 0.401252
N: -0.584008 -1.265745 -0.132064
H: 0.401687 5.019701 -1.462162
H: 1.928940 4.302995 -1.887285
H: 3.691674 0.954903 -1.091282
H: 5.664888 0.591307 -2.530913
H: 5.552263 -1.022803 -4.399973
H: 3.461523 -2.268843 -4.832463
H: 1.504559 -1.940214 -3.369490
H: 2.225833 -2.901620 -0.920277
H: 0.925759 -4.777680 0.094303
H: -1.400268 -4.338769 0.891370
H: -2.271978 -2.002433 0.770731
C: -2.567652 0.850632 4.758096
As: -2.861383 0.835833 2.872570
C: -4.358516 -0.280049 2.470116
C: -3.230408 2.618914 2.311842
O: -1.470580 0.208849 2.131072
H: -3.499769 1.036053 5.289246
H: -1.851205 1.637835 4.981227
H: -2.152970 -0.111272 5.049989
H: -5.231525 0.012303 3.051463
H: -4.081761 -1.304154 2.712405
H: -4.580811 -0.197637 1.407827
H: -4.143212 2.974824 2.789683
H: -3.338280 2.643476 1.230820
H: -2.390028 3.243867 2.605803

Forces on atoms 1 to 2 (eV/Å):
Pt 1.312 -1.096 -0.309
N 0.031 -0.040 -0.120

LUMO level	-0.1348	Eh
energy relative to the best compared isomer or geometry (same formula, charge and spin)	24.92	kcal/mol
charge	+1
HOMO	-10.518	eV
gap between HOMO and LUMO	0.25173	hartree
multiplicity	1
M	586.43	g mol⁻¹

***

# 2
Formula: C4H28O11S
Source: OMol25
Level of theory: the ωB97M-V functional and the def2-TZVPD basis

Atoms and positions in Å:
O: 1.053485 1.527343 -0.548166
C: 0.650261 0.410914 -0.534124
C: 0.257789 -0.395272 0.653626
C: 0.206436 -1.975595 0.684098
C: 0.338749 -2.411033 2.148826
S: -1.147111 -2.099854 3.163814
H: 0.236424 0.029936 -1.549024
H: -0.741530 -0.090533 0.813986
H: 0.731671 0.028180 1.577685
H: -0.663426 -2.415651 0.191811
H: 1.099359 -2.373218 0.267260
H: 1.327627 -2.077406 2.569254
H: 0.587152 -3.475860 1.910136
H: -1.442671 -0.836844 2.486190
O: -0.858535 3.290912 0.579334
H: -0.272827 4.032150 0.547663
H: -1.698772 3.467419 1.005776
O: 2.497490 -0.276046 -3.587146
H: 2.302866 -0.573689 -2.652691
H: 2.385619 -1.123393 -4.052846
O: -3.070664 -1.962274 -0.579721
H: -3.692124 -1.824570 0.132699
H: -3.294702 -1.638003 -1.414451
O: 3.439029 -0.657263 1.592218
H: 3.295562 -1.400787 0.983425
H: 4.375276 -0.749570 1.777145
O: -0.446495 2.725327 -2.123854
H: -0.528544 2.463036 -1.204931
H: 0.446709 3.006014 -2.310961
O: -3.055772 2.079755 0.854466
H: -2.674983 1.733995 0.036468
H: -2.264707 2.139374 1.419287
O: -0.328775 1.322503 3.543652
H: -0.801165 0.958392 4.272905
H: 0.420841 0.843867 3.238911
O: -2.200857 0.393105 -3.155069
H: -2.038426 0.664509 -4.055239
H: -2.439461 1.137243 -2.625527
O: 3.489073 0.507857 -0.504321
H: 3.964761 0.889176 0.293662
H: 3.889183 0.917044 -1.270121
O: 0.403121 -1.630266 -3.945629
H: 0.365649 -0.719127 -3.612396
H: -0.500056 -2.007497 -3.829441

Forces on atoms 1 to 2 (eV/Å):
O 1.219 0.537 1.204
C -1.843 -1.082 -1.995

LUMO level	0.0107	Eh
energy relative to the best compared isomer or geometry (same formula, charge and spin)	71.98	kcal/mol
charge	0
HOMO	-9.237	eV
gap between HOMO and LUMO	0.35015	hartree
multiplicity	1
M	284.32	g mol⁻¹

***

# 3
Formula: C3H10NO
Source: OMol25
Level of theory: the ωB97M-V functional and the def2-TZVPD basis

Atoms and positions in Å:
C: 0.496380 -2.704112 1.252155
O: 0.350743 -1.565971 0.506571
H: -0.283370 -2.841374 2.025898
H: 1.462985 -2.669870 1.813345
H: 0.563327 -3.633689 0.633829
C: -0.315564 2.352004 -1.561295
C: -0.649882 1.077801 -0.747735
N: 0.196679 0.979448 0.427462
H: -0.393148 3.278165 -0.913730
H: -1.052567 2.457149 -2.403287
H: 0.686373 2.261330 -2.006160
H: -0.483882 0.217650 -1.392141
H: -1.740491 1.163291 -0.416485
H: 0.130247 -0.145824 0.723023
H: -0.375265 1.384927 1.173522

Forces on atoms 1 to 2 (eV/Å):
C 0.707 0.839 -0.223
O -0.414 -0.823 -0.126

LUMO level	0.1611	Eh
energy relative to the best compared isomer or geometry (same formula, charge and spin)	24.07	kcal/mol
charge	-1
HOMO	-2.809	eV
gap between HOMO and LUMO	0.26437	hartree
multiplicity	1
M	76.12	g mol⁻¹

***

# 4
Formula: C18H50IN4O5
Source: OMol25
Level of theory: the ωB97M-V functional and the def2-TZVPD basis

Atoms and positions in Å:
I: 0.419294 5.003111 17.943062
C: 5.543614 5.136366 18.524687
C: 4.139679 5.080326 19.074923
O: 3.494213 6.300985 18.858972
H: 5.479371 5.278373 17.445890
H: 6.190557 4.278269 18.707011
H: 6.052980 5.945766 19.047682
H: 4.088700 4.772979 20.119444
H: 3.583914 4.298747 18.556898
H: 2.645628 6.144307 18.438318
C: 1.043155 0.690026 17.649281
C: 2.217881 0.796999 18.603518
C: 3.548223 1.078635 17.801471
O: 3.845516 0.035938 16.849032
C: 5.015279 0.244440 16.154958
N: 1.982586 1.915403 19.538037
H: 0.990982 1.618848 17.081251
H: 0.056436 0.595272 18.102596
H: 1.038374 -0.134308 16.936155
H: 2.254296 -0.192993 19.058145
H: 4.335491 1.167569 18.550071
H: 3.573909 2.060269 17.328342
H: 5.241723 -0.723012 15.706773
H: 5.826636 0.564200 16.808822
H: 4.982454 1.059576 15.432065
H: 1.775077 2.698248 18.934563
H: 1.135733 1.738415 20.059201
C: -3.010239 5.894142 16.142350
C: -4.010462 5.628393 17.318103
C: -4.571287 4.202430 17.200785
O: -5.137658 3.717068 18.429406
C: -5.695285 2.407253 18.261161
N: -3.350148 5.787601 18.632440
H: -2.255110 5.119379 16.009558
H: -2.617709 6.900438 16.288600
H: -3.455699 6.024391 15.156087
H: -4.859881 6.310295 17.358195
H: -3.781715 3.481889 16.987501
H: -5.306373 4.102728 16.402167
H: -6.143707 2.117083 19.211326
H: -4.920296 1.734844 17.893259
H: -6.470796 2.375377 17.495881
H: -2.409252 5.454800 18.477310
H: -3.097447 6.765476 18.629489
C: -1.269688 2.002224 13.020208
C: -1.541111 2.734856 14.388074
C: -1.483987 1.739283 15.554743
O: -2.660072 0.936690 15.674549
C: -2.635916 0.164900 16.881657
N: -0.458074 3.655346 14.508877
H: -0.256795 1.760923 12.697841
H: -1.722490 2.567006 12.205290
H: -1.780723 1.040446 12.976417
H: -2.444297 3.343121 14.339356
H: -1.519857 2.377238 16.437822
H: -0.527558 1.222187 15.477460
H: -2.330959 0.764752 17.739142
H: -1.933992 -0.645665 16.685703
H: -3.625405 -0.272746 17.013819
H: -0.429331 4.026917 15.447602
H: 0.454377 3.227523 14.441843
C: 0.403606 8.683675 20.433315
C: -0.262017 9.075535 19.099936
C: 0.749916 9.086164 17.977370
O: 0.142808 9.606512 16.780513
C: 0.813351 9.458553 15.569498
N: -1.343553 8.140812 18.894432
H: -0.336077 8.580970 21.227297
H: 1.232370 9.352263 20.666216
H: 0.980811 7.769697 20.293433
H: -0.597587 10.107734 19.200311
H: 1.080596 8.071611 17.755067
H: 1.597901 9.694776 18.291422
H: 1.007715 8.406339 15.361725
H: 1.806669 9.885352 15.430719
H: 0.169057 9.741018 14.736901
H: -0.891320 7.268533 18.660539
H: -1.787068 8.492031 18.057739

Forces on atoms 1 to 2 (eV/Å):
I 0.056 -0.212 -0.105
C 0.340 0.236 0.353

LUMO level	0.0994	Eh
energy relative to the best compared isomer or geometry (same formula, charge and spin)	32.42	kcal/mol
charge	-1
HOMO	-5.185	eV
gap between HOMO and LUMO	0.28996	hartree
multiplicity	1
M	529.53	g mol⁻¹

***

# 5
Formula: C22H34N4O2
Source: OMol25
Level of theory: the ωB97M-V functional and the def2-TZVPD basis

Atoms and positions in Å:
C: -2.072973 4.292745 0.095644
C: -1.186456 3.577092 -0.921071
C: 0.222370 4.168397 -0.912893
C: -1.089582 2.057641 -0.682496
N: -2.393086 1.430599 -0.574502
C: -2.589939 0.157285 -0.993232
O: -1.792959 -0.411916 -1.714846
C: -3.893646 -0.445430 -0.486335
C: -3.769793 -0.734503 1.017732
C: -2.772594 -1.859452 1.274853
C: -3.210834 -3.142821 0.569812
C: -2.231640 -4.279362 0.848172
C: -3.321140 -2.879200 -0.931029
C: -4.274333 -1.725660 -1.234498
C: -0.341360 1.705389 0.611422
O: -0.718391 2.138370 1.690136
N: 0.691195 0.843624 0.523263
C: 1.180732 0.209277 -0.692495
C: 2.157493 -0.908743 -0.338585
N: 3.257734 -0.397044 0.444632
C: 4.543676 -0.569854 0.031546
C: 5.630368 0.036344 0.688766
C: 6.903193 -0.219219 0.228742
C: 7.085262 -1.057173 -0.865887
C: 5.954856 -1.598298 -1.448515
N: 4.725826 -1.370586 -1.023244
C: 2.910531 0.533476 1.496437
C: 1.407172 0.503520 1.738356
H: -1.991261 5.368564 -0.040983
H: -1.761881 4.045037 1.106560
H: -3.117799 4.018790 -0.033534
H: -1.619818 3.714603 -1.918788
H: 0.660089 4.081012 0.078994
H: 0.863699 3.653408 -1.625394
H: 0.190536 5.221598 -1.180823
H: -0.604599 1.608750 -1.549933
H: -2.993460 1.810476 0.141219
H: -4.680008 0.303759 -0.640039
H: -3.457702 0.162616 1.558256
H: -4.751185 -1.028265 1.398775
H: -1.788104 -1.563571 0.904430
H: -2.688595 -2.032978 2.350301
H: -4.197992 -3.428554 0.953654
H: -2.155083 -4.468668 1.916978
H: -1.242936 -4.026424 0.470925
H: -2.559224 -5.194260 0.359780
H: -2.335607 -2.633802 -1.326251
H: -3.674940 -3.778776 -1.439574
H: -4.270279 -1.528570 -2.308032
H: -5.290540 -2.005399 -0.943860
H: 1.698251 0.948752 -1.316706
H: 0.347737 -0.219874 -1.257783
H: 1.636743 -1.701616 0.210484
H: 2.578740 -1.340378 -1.247244
H: 5.479327 0.688000 1.533272
H: 7.754212 0.233893 0.717606
H: 8.068976 -1.276175 -1.248092
H: 6.024377 -2.254485 -2.307192
H: 3.423042 0.259512 2.426071
H: 3.213546 1.555670 1.224420
H: 1.128936 1.238659 2.496922
H: 1.101120 -0.485816 2.095691

Forces on atoms 1 to 2 (eV/Å):
C 0.092 -0.052 -0.094
C 0.126 -0.073 0.191

LUMO level	0.0274	Eh
energy relative to the best compared isomer or geometry (same formula, charge and spin)	16.37	kcal/mol
charge	0
HOMO	-7.922	eV
gap between HOMO and LUMO	0.31854	hartree
multiplicity	1
M	386.54	g mol⁻¹